[1]
ORCA calculation (ωB97M-V with the def2-TZVPD basis set) on an isolated ion of composition C27H30F8IN4O2 and charge +1 at a distorted geometry.

Last column: Mulliken charge in e.
CARTESIAN COORDINATES (ANGSTROEM)
I  4.253  1.180  -0.946  0.316
F  -1.403  -5.303  -0.707  -0.244
F  -3.975  -4.883  3.024  -0.273
F  -0.347  -5.193  1.171  -0.273
F  -1.845  -0.740  2.300  -0.335
F  -5.465  -5.500  1.592  -0.278
F  0.710  -5.673  -0.634  -0.301
F  -2.091  0.404  0.461  -0.355
F  -3.462  -6.207  1.376  -0.232
O  1.154  -3.275  -1.216  -0.563
O  0.548  -0.517  1.776  -0.412
N  0.690  2.287  3.806  -0.337
N  2.522  0.107  -1.040  -0.462
N  1.395  1.370  0.569  0.632
N  0.396  -0.548  -0.528  1.631
C  -0.017  -3.404  -0.418  -0.467
C  0.811  2.084  5.261  -0.969
C  2.756  4.364  -2.736  0.540
C  3.469  5.285  -1.976  -0.730
C  2.868  4.280  -4.235  -1.414
C  -0.258  -4.915  -0.133  0.578
C  0.749  2.610  0.031  -0.815
C  1.437  1.269  3.036  -1.260
C  -3.889  -3.935  0.870  -0.083
C  -4.318  -2.704  -1.123  -1.216
C  1.442  0.330  -0.352  -0.511
C  -0.063  0.533  -2.818  -1.054
C  -1.711  -0.809  0.952  1.073
C  -0.180  -1.087  0.697  0.727
C  -0.985  1.426  -3.200  -0.652
C  0.647  0.878  1.765  -0.410
C  -0.381  -0.524  -1.789  0.755
C  2.414  4.452  0.035  -0.498
C  1.694  3.514  -0.706  -0.004
C  0.153  -2.576  0.858  -2.040
C  -4.566  -3.826  -0.344  -0.704
C  -4.178  -5.143  1.736  0.829
C  -2.703  -1.859  0.485  -0.126
C  -3.406  -1.739  -0.711  -0.308
C  -2.982  -2.972  1.276  -0.105
C  1.878  3.494  -2.080  0.164
C  3.285  5.327  -0.596  -1.020
H  -1.066  1.687  -4.247  0.326
H  2.436  1.611  2.769  0.188
H  1.869  4.458  -4.638  0.373
H  -0.173  -1.448  -2.336  0.372
H  -0.069  1.585  5.664  0.274
H  -1.452  -0.486  -1.649  -0.635
H  -3.270  -0.881  -1.353  0.539
H  3.142  3.277  -4.556  0.301
H  2.316  4.538  1.111  0.436
H  4.131  5.967  -2.491  0.413
H  2.470  -0.696  -1.661  0.345
H  1.477  0.382  3.663  0.631
H  -0.302  1.401  1.881  0.636
H  1.216  -2.586  1.104  0.882
H  -2.483  -3.119  2.225  0.691
H  0.929  0.494  -3.259  0.475
H  -0.343  -2.983  1.731  0.671
H  -0.151  2.354  -0.531  0.187
H  1.689  1.500  5.545  0.350
H  -1.635  1.865  -2.452  0.282
H  1.179  3.158  3.638  0.289
H  -4.832  -2.590  -2.065  0.437
H  1.334  2.787  -2.694  0.255
H  3.837  6.072  -0.040  0.399
H  3.520  5.044  -4.643  0.378
H  -0.840  -3.075  -1.042  0.464
H  0.409  3.159  0.905  0.881
H  1.912  -3.534  -0.682  0.489
H  -5.266  -4.581  -0.663  0.517
H  0.889  3.042  5.770  0.359

Kohn-Sham gap	7.7	eV
net charge	+1


[2]
ORCA calculation (ωB97M-V with the def2-TZVPD basis set) on C31H20AuIN4O5SSe as an isolated structure.

Last column: Mulliken charge in e.
CARTESIAN COORDINATES (ANGSTROEM)
Au  0.316  0.190  -0.049  1.304
I  -0.568  0.368  -9.121  0.055
Se  2.227  -1.578  -0.358  0.106
S  -1.477  2.798  -1.213  1.077
O  -1.871  1.491  2.235  -0.631
O  2.119  -0.742  -2.732  -0.639
O  -2.279  2.098  -2.179  -0.667
O  -0.321  3.509  -1.671  -0.657
O  0.357  0.557  -2.169  -0.351
N  -1.043  -1.877  0.199  0.058
N  6.426  0.474  -0.351  -0.572
N  -1.124  1.815  0.084  -0.278
N  0.246  -0.297  2.091  0.019
C  5.057  -1.470  -0.610  -0.468
C  -0.654  -1.230  2.482  0.261
C  -1.849  2.125  1.188  0.499
C  -2.842  -3.839  0.942  -0.583
C  -0.386  -0.534  4.777  -0.711
C  3.918  -0.719  -0.340  0.569
C  0.735  0.088  -4.448  0.072
C  0.774  0.512  2.986  -0.186
C  1.098  -0.067  -2.995  0.324
C  1.047  -0.582  -6.738  -0.499
C  -0.656  1.037  -6.163  -0.559
C  -0.293  0.943  -4.828  -0.191
C  -4.132  5.148  1.548  -0.536
C  -4.010  5.654  0.257  -0.574
C  0.012  0.265  -7.100  -0.026
C  -2.516  -3.195  3.320  -0.885
C  1.409  -0.664  -5.404  -0.503
C  5.330  1.180  -0.092  -0.533
C  -2.656  3.371  0.988  -0.252
C  -2.557  -3.623  -0.381  -0.934
C  -1.305  -2.072  1.503  -0.016
C  -1.648  -2.608  -0.708  -0.401
C  -3.453  3.999  1.928  -0.455
C  -1.921  -2.399  4.232  -0.939
C  -2.222  -3.051  1.929  0.887
C  4.054  0.638  -0.073  -0.076
C  6.283  -0.824  -0.604  -0.334
C  -0.984  -1.393  3.840  0.996
C  -2.539  3.881  -0.286  0.301
C  -3.203  5.022  -0.681  -0.503
C  0.482  0.433  4.346  -0.795
H  -4.555  6.548  -0.017  0.396
H  -3.021  -4.208  -1.162  0.422
H  4.979  -2.527  -0.824  0.367
H  -3.238  -3.944  3.619  0.399
H  7.197  -1.369  -0.814  0.346
H  -2.155  -2.496  5.285  0.404
H  -3.546  -4.605  1.244  0.413
H  3.186  1.253  0.123  0.353
H  2.213  -1.316  -5.088  0.436
H  0.940  1.127  5.036  0.438
H  -1.413  -2.372  -1.741  0.494
H  -3.091  5.413  -1.684  0.447
H  1.566  -1.167  -7.485  0.383
H  -0.813  1.516  -4.074  0.403
H  -4.767  5.655  2.263  0.391
H  -1.449  1.704  -6.469  0.408
H  -0.620  -0.644  5.828  0.420
H  1.471  1.254  2.617  0.447
H  -3.528  3.589  2.927  0.496
H  5.486  2.236  0.103  0.367

Kohn-Sham gap (spin up / spin down)	7.0 / 6.7	eV
energy above the lowest of the compared OMol25 structures with the same formula, charge and spin	7.34	kcal/mol
multiplicity	3
net charge	0